Record 1
The following is a DFT calculation (wB97M-V/def2-TZVPD) of a molecular structure, C31H39BiGeN3O2PSb.

Last column: Mulliken charge in e.
Positions of all 79 atoms, in Å:
Bi1 1.6837 -1.0263 0.0928  0.7446
C1 -3.8833 1.7684 2.3154  -1.2999
Sb1 -1.9421 0.8200 2.2894  0.6205
C2 -1.2722 2.3147 0.8826  -1.2125
C3 -1.2704 1.8741 4.0626  -1.4153
H1 -3.7669 2.8188 2.5597  0.4597
H2 -4.5539 1.3076 3.0311  0.3976
H3 -4.3125 1.6752 1.3263  0.2516
H4 -1.0813 3.2518 1.3968  0.6065
H5 -2.0819 2.4534 0.1755  0.1804
H6 -0.3873 2.0054 0.3394  0.2478
H7 -1.4463 2.9365 3.9411  0.4445
H8 -0.2150 1.6992 4.2260  0.3398
H9 -1.8118 1.5264 4.9361  0.4075
N1 4.3781 -0.2463 2.1785  -0.3285
C4 4.5981 0.7196 1.5928  0.4041
C5 4.9074 1.8738 0.8678  0.2122
C6 4.7390 3.1331 1.4511  -0.4853
C7 5.0849 4.2571 0.7274  -0.6195
C8 5.5873 4.1317 -0.5592  -0.3422
C9 5.7550 2.8814 -1.1351  -0.6669
C10 5.4239 1.7443 -0.4265  -0.4126
H10 4.3492 3.2039 2.4551  0.4695
H11 4.9738 5.2372 1.1633  0.4171
H12 5.8472 5.0159 -1.1172  0.4185
H13 6.1539 2.7999 -2.1342  0.4322
H14 5.5607 0.7597 -0.8491  0.4520
C11 0.0927 -1.2473 -1.0734  -0.8843
Ge1 -1.2612 -0.7434 -2.3256  1.0318
C12 -2.9530 -0.6021 -1.2927  0.1971
C13 -3.9286 0.3392 -1.5855  -0.0657
C14 -5.1181 0.3646 -0.8793  -0.8695
C15 -5.3477 -0.5634 0.1213  -0.4186
C16 -4.3852 -1.5152 0.4147  -0.6242
C17 -3.1931 -1.5272 -0.2855  -0.2967
C18 -0.4389 0.9356 -2.9841  0.0866
C19 0.7704 0.8130 -3.6588  -0.3431
C20 1.4986 1.9272 -4.0315  -0.7955
C21 1.0397 3.1922 -3.7012  -0.4806
C22 -0.1545 3.3264 -3.0157  -0.7162
C23 -0.8946 2.2069 -2.6752  0.0577
C24 -1.4633 -2.0596 -3.8003  0.3215
C25 -1.8189 -3.3770 -3.5440  -0.5191
C26 -1.9562 -4.2859 -4.5779  -0.6080
C27 -1.7472 -3.8826 -5.8862  -0.4613
C28 -1.4094 -2.5675 -6.1553  -0.6002
C29 -1.2678 -1.6648 -5.1161  -0.3122
H15 -3.7629 1.0531 -2.3820  0.4250
H16 -5.8727 1.1003 -1.1190  0.4055
H17 -6.2782 -0.5481 0.6663  0.4185
H18 -4.5714 -2.2620 1.1743  0.3968
H19 -2.4344 -2.2725 -0.0723  0.2936
H20 1.1501 -0.1739 -3.8932  0.5272
H21 2.4258 1.8059 -4.5769  0.4241
H22 1.6066 4.0674 -3.9870  0.4271
H23 -0.5136 4.3079 -2.7435  0.4360
H24 -1.8366 2.3309 -2.1643  0.0703
H25 -1.9995 -3.6892 -2.5241  0.3285
H26 -2.2334 -5.3084 -4.3623  0.3927
H27 -1.8485 -4.5928 -6.6936  0.3831
H28 -1.2633 -2.2449 -7.1770  0.3997
H29 -1.0094 -0.6366 -5.3328  0.3209
N2 -1.2869 -2.6143 3.9086  -0.1673
C30 -0.0825 -3.1501 4.5661  -0.7959
P1 1.2644 -1.9044 4.0816  1.0178
O1 2.0138 -1.3918 5.2491  -0.8819
O2 0.4789 -0.9844 3.1878  -0.4405
C31 2.5583 -2.8936 3.1214  -0.5153
N3 3.8174 -2.3282 3.6203  -0.2618
H30 -1.9882 -2.2606 4.5596  0.3815
H31 -1.7238 -3.2551 3.2457  0.3212
H32 -0.8393 -1.7503 3.3754  0.1311
H33 0.1214 -4.1666 4.2371  0.4222
H34 -0.1703 -3.1482 5.6531  0.3400
H35 2.4648 -2.7367 2.0450  -0.2008
H36 2.4878 -3.9557 3.3476  0.5041
H37 4.1028 -1.4753 3.0143  0.2980
H38 4.5779 -3.0026 3.6768  0.3435
H39 3.5639 -1.9250 4.5606  0.4322

Properties
- HOMO (spin up / spin down) (Eh) = -0.36791 / -0.36785
- LUMO (spin up / spin down) (eV) = -2.687 / -2.684
- total charge = +1
- gap between HOMO and LUMO (spin up / spin down) (eV) = 7.32 / 7.33

***

Record 2
The following is a DFT calculation (wB97M-V/def2-TZVPD) of a molecular structure, C31H39ClN6OTi.

Last column: Mulliken charge in e.
Positions of all 79 atoms, in Å:
Ti1 -0.6405 0.3496 0.2798  -1.5858
C1 0.0708 -3.9389 -1.2674  -1.5508
C2 -1.2473 -3.6902 -0.5350  -0.1375
C3 -1.0717 -2.9670 0.8174  -1.2544
N1 -1.6276 -1.6235 0.8525  0.2171
C4 -2.9230 -1.4797 0.8657  1.3082
C5 -3.8497 -2.5634 0.9285  -0.9941
C6 -5.2114 -2.5898 0.7922  -0.5947
C7 -6.1199 -1.5512 0.5425  -0.6654
C8 -5.8282 -0.2136 0.5070  -0.8362
C9 -4.6101 0.4382 0.7379  -0.3164
C10 -3.3404 -0.0684 0.9447  0.5953
N2 -2.3046 0.7545 1.2513  1.1778
C11 -2.5548 1.9128 2.0946  -1.0330
C12 -1.5226 1.9356 3.2144  -1.5213
C13 -0.0805 2.0857 2.7470  -0.8858
N3 0.3491 0.9513 1.9245  0.3780
C14 1.6000 0.5044 2.0660  0.3531
C15 2.6211 1.2465 2.6655  -0.3449
C16 3.8882 0.8752 3.1290  -0.8412
C17 4.4132 -0.3818 3.2846  -0.4794
C18 3.7882 -1.5660 2.8703  -0.7422
C19 2.7189 -1.7284 2.0308  -0.6117
C20 1.8683 -0.7767 1.3757  0.9189
N4 1.1861 -0.9871 0.2795  1.0601
C21 1.7221 -2.0589 -0.5899  -1.5300
C22 0.8199 -2.6597 -1.6693  -0.2633
H1 0.7221 -4.5715 -0.6533  0.3650
H2 -0.1490 -4.5109 -2.1731  0.4475
H3 -1.8883 -3.0791 -1.1720  0.3685
H4 -1.7624 -4.6430 -0.3853  0.3626
H5 -1.4982 -3.5668 1.6262  0.7087
H6 -0.0141 -2.8800 1.0504  0.2345
H7 -3.3965 -3.5315 1.0958  0.3125
H8 -5.6527 -3.5788 0.8651  0.3384
H9 -7.1518 -1.8375 0.3828  0.3299
H10 -6.6611 0.4469 0.2919  0.3737
H11 -4.6386 1.5197 0.6747  0.3670
H12 -2.5400 2.8452 1.5260  0.2581
H13 -3.5455 1.8226 2.5398  0.7442
H14 -1.7487 2.7600 3.8953  0.4853
H15 -1.6055 1.0023 3.7771  0.3495
H16 0.0323 3.0214 2.1899  0.3422
H17 0.5555 2.1481 3.6300  0.6913
H18 2.3892 2.2996 2.7747  0.4039
H19 4.5020 1.6960 3.4861  0.3698
H20 5.3634 -0.4721 3.7967  0.3622
H21 4.2461 -2.4874 3.2154  0.3586
H22 2.4644 -2.7588 1.8158  0.3552
H23 2.5983 -1.6206 -1.0761  0.5934
H24 2.1032 -2.8838 0.0081  0.6359
H25 0.1036 -1.9184 -2.0102  -0.1612
H26 1.4654 -2.8915 -2.5199  0.4751
N5 -2.9453 2.6563 -3.1411  -0.3883
C23 -2.4925 2.8404 -1.8631  0.2198
O1 -3.2639 2.9967 -0.9313  -0.5950
C24 -0.9850 2.8911 -1.6990  -0.7267
C25 -0.5422 2.4138 -0.3206  -0.4227
H27 -3.9301 2.4699 -3.2345  0.2612
H28 -2.3419 2.1886 -3.7958  0.2483
H29 -0.7419 3.9545 -1.8215  0.4980
H30 -0.4879 2.3505 -2.5053  0.1530
H31 -1.1525 2.9995 0.3697  0.5294
H32 0.4924 2.7273 -0.1547  0.4893
C26 5.4973 1.3520 -3.9635  -1.4980
C27 4.2530 1.2460 -3.1241  1.1359
C28 3.1027 0.6360 -3.6128  -0.9133
C29 1.9705 0.5787 -2.8172  -0.2649
N6 1.9101 1.0835 -1.5835  0.3793
C30 3.0087 1.6725 -1.1185  -0.2058
C31 4.1897 1.7713 -1.8401  -1.0877
H33 5.7310 0.3988 -4.4405  0.3653
H34 6.3538 1.6618 -3.3661  0.3585
H35 5.3547 2.0891 -4.7569  0.3035
H36 3.0882 0.2011 -4.6064  0.4088
H37 1.0610 0.1023 -3.1748  0.3758
H38 2.9495 2.0798 -0.1146  0.3028
H39 5.0529 2.2545 -1.3978  0.3630
Cl1 -1.5388 -0.1557 -1.7776  -0.5811

Properties
- HOMO (Eh) = -0.26307
- LUMO (eV) = 0.028
- total charge = 0
- gap between HOMO and LUMO (eV) = 7.19

***

Record 3
The following is a DFT calculation (wB97M-V/def2-TZVPD) of a molecular structure, C31H39CoN5O2P2.

Last column: Mulliken spin population.
Positions of all 80 atoms, in Å:
Co1 -0.1372 0.2792 -0.7855  2.3210
C1 -1.9798 1.7529 -7.3930  0.0001
C2 -2.0818 0.4415 -7.0733  0.0004
C3 -1.3218 -0.6497 -7.7549  -0.0004
C4 0.1636 -0.3307 -8.0316  0.0001
C5 0.8443 0.4968 -6.9605  -0.0007
C6 0.8849 1.8319 -7.0085  0.0002
C7 0.2983 2.6122 -8.1807  0.0000
C8 -1.1664 2.2907 -8.5210  0.0000
C9 1.3089 0.7297 0.4754  0.4753
H1 -2.5400 2.5500 -6.9103  -0.0001
H2 -2.8746 0.0713 -6.4361  0.0002
H3 -1.8058 -0.9380 -8.7095  -0.0001
H4 -1.4173 -1.5162 -7.0839  0.0002
H5 0.7050 -1.2818 -8.1682  0.0001
H6 0.2042 0.2422 -8.9641  -0.0001
H7 1.3844 -0.0945 -6.2033  0.0000
H8 1.4459 2.4638 -6.2955  0.0001
H9 0.8593 2.4629 -9.1251  0.0000
H10 0.3972 3.6807 -7.9235  0.0000
H11 -1.6693 3.2132 -8.8705  0.0000
H12 -1.1934 1.5350 -9.3155  0.0000
H13 0.7379 1.4037 1.1374  -0.0015
H14 2.2186 1.2521 0.1280  -0.0471
H15 1.5660 -0.1634 1.0711  -0.0190
P1 1.5112 -0.3874 -1.9732  0.0339
P2 -1.4970 -0.8342 -2.0282  0.0626
N1 2.6170 0.9063 -2.4825  -0.0127
N2 2.5962 -1.6319 -1.3457  -0.0074
N3 -2.3086 0.4855 -2.8473  -0.0021
N4 -2.8767 -1.7969 -1.5741  0.0189
C10 0.8589 -1.1141 -3.5056  0.0618
C11 -0.5534 -1.7371 -3.2944  -0.0125
C12 2.4812 2.2194 -2.0193  0.0062
C13 3.4873 2.9893 -2.5818  0.0014
C14 4.2477 2.1449 -3.4551  0.0014
C15 3.6977 0.8642 -3.3650  0.0018
C16 3.4190 -1.4910 -0.2174  -0.0043
C17 4.1561 -2.6606 -0.0610  0.0015
C18 3.7590 -3.5672 -1.1007  0.0013
C19 2.7757 -2.9250 -1.8464  0.0038
C20 -2.3165 1.8029 -2.3562  0.0231
C21 -2.7492 2.6344 -3.3787  0.0065
C22 -3.0386 1.8150 -4.5122  -0.0012
C23 -2.7490 0.4936 -4.1571  -0.0011
C24 -4.1513 -1.9154 -2.1530  0.0139
C25 -4.9066 -2.7969 -1.3953  -0.0004
C26 -4.0775 -3.2487 -0.3126  0.0026
C27 -2.8399 -2.6487 -0.4584  0.0061
H16 1.5657 -1.8655 -3.8897  0.0026
H17 0.8177 -0.2920 -4.2421  -0.0092
H18 -1.1121 -1.8103 -4.2460  0.0106
H19 -0.4649 -2.7560 -2.8684  -0.0060
H20 1.7012 2.4765 -1.3115  0.0038
H21 3.6629 4.0341 -2.3817  -0.0002
H22 5.0981 2.4369 -4.0496  0.0002
H23 3.9586 -0.0648 -3.8503  0.0016
H24 3.3617 -0.6093 0.4042  -0.0038
H25 4.9083 -2.8362 0.6967  0.0000
H26 4.1493 -4.5596 -1.2845  0.0001
H27 2.1722 -3.2871 -2.6615  -0.0008
H28 -2.0771 1.9705 -1.3038  -0.0009
H29 -2.8620 3.7149 -3.3301  0.0000
H30 -3.3900 2.1768 -5.4648  0.0005
H31 -2.7864 -0.4600 -4.6717  0.0014
H32 -4.3858 -1.3623 -3.0614  -0.0007
H33 -5.9371 -3.0964 -1.5834  0.0003
H34 -4.3505 -3.9286 0.4836  0.0001
H35 -1.9332 -2.7211 0.1332  -0.0041
O1 -2.1233 2.5184 0.7734  0.0041
C28 -2.0852 1.3979 1.2737  0.0167
C29 -2.7134 0.9862 2.6052  0.0031
C30 -2.1094 -0.3461 2.9189  0.0048
C31 -1.3184 -0.7176 1.6712  0.0008
O2 -0.6782 -1.7678 1.5133  0.0098
N5 -1.4202 0.3015 0.7398  0.0296
H36 -2.5319 1.7206 3.3899  0.0005
H37 -3.7889 0.9132 2.4378  0.0000
H38 -1.4349 -0.2956 3.7770  0.0014
H39 -2.8592 -1.1160 3.0937  -0.0003

Properties
- multiplicity = 4
- HOMO (spin up / spin down) (Eh) = -0.22706 / -0.31291
- LUMO (spin up / spin down) (eV) = -0.028 / -0.614
- total charge = 0
- ⟨S²⟩ = 3.772
- gap between HOMO and LUMO (spin up / spin down) (eV) = 6.15 / 7.90

***

F_max / hartree/bohr: 0.050 0.015 0.060
E_tot / eV: -119518.497 -79407.222 -100525.813